# C3H4Br2O

A single C3H4Br2O molecule at a distorted geometry (ωB97M-V/def2-TZVPD, the OMol25 dataset).

Structure (XYZ):
```
10
Properties=species:S:1:pos:R:3:lowdin_charge:R:1
C -0.240 -1.272 -0.072 -0.09
C -0.507 0.205 -0.132 -0.79
Br -2.256 0.878 -0.411 0.80
O -0.014 0.876 1.232 -0.11
C 0.559 1.228 0.060 -0.78
Br 2.432 0.724 -0.361 0.64
H 0.771 -1.472 -0.223 0.02
H -0.926 -1.882 -0.671 0.09
H -0.415 -1.579 0.999 0.12
H 0.595 2.295 -0.421 0.12
```

Computed properties:
Maximum force = 3.0 eV Å⁻¹
HOMO energy = -10.26 eV
Relative energy (zero: lowest compared OMol25 entry of this formula, charge and spin) = 0.839 eV
Calculated total energy = -5339.913378 a.u.
SMILES = C[C@@]1(Br)O[C@H]1Br

=====

# C32H20NO3PS6Ta

A molecular structure, C32H20NO3PS6Ta at a distorted geometry (ωB97M-V/def2-TZVPD, the OMol25 dataset).

Structure (XYZ):
```
64
Properties=species:S:1:pos:R:3:lowdin_charge:R:1
Ta 0.383 0.059 1.040 1.36
S -1.750 -4.208 6.702 0.61
C -1.241 -3.283 5.471 -1.48
S -1.173 -3.835 3.810 0.93
C -0.553 -2.361 3.125 -1.09
C -0.331 -1.342 3.980 -1.10
S 0.246 0.212 3.474 0.68
S -0.690 -1.635 5.665 0.92
S -0.235 -2.300 1.414 0.63
C 2.761 -0.768 -4.984 -0.06
C 3.176 -0.245 -3.768 -0.05
C 2.287 -0.170 -2.708 -0.08
C 0.977 -0.621 -2.862 -0.35
C 0.565 -1.152 -4.085 -0.08
C 1.457 -1.220 -5.141 -0.06
P -0.189 -0.532 -1.480 1.02
C -1.236 -1.999 -1.656 -0.41
C -0.581 -3.227 -1.773 -0.14
C -1.314 -4.399 -1.821 -0.06
C -2.699 -4.349 -1.745 -0.06
C -3.350 -3.129 -1.635 -0.06
C -2.623 -1.949 -1.588 -0.06
C -1.271 0.898 -1.677 -0.32
C -1.460 1.589 -2.848 -0.05
C -2.458 2.578 -2.918 -0.05
C -3.282 2.803 -1.848 0.00
C -3.115 2.097 -0.633 -0.16
C -3.983 2.253 0.472 -0.01
C -3.773 1.540 1.621 -0.05
C -2.635 0.720 1.755 -0.10
C -1.731 0.556 0.726 -0.30
C -2.035 1.190 -0.516 -0.24
H 3.456 -0.828 -5.811 0.11
H 4.193 0.100 -3.640 0.12
H 2.623 0.235 -1.769 0.06
H -0.448 -1.519 -4.200 0.12
H 1.139 -1.632 -6.088 0.11
H 0.502 -3.255 -1.823 0.12
H -0.808 -5.351 -1.913 0.11
H -3.276 -5.264 -1.770 0.11
H -4.431 -3.097 -1.588 0.11
H -3.135 -0.999 -1.497 0.11
H -0.869 1.350 -3.724 0.11
H -2.587 3.135 -3.836 0.11
H -4.080 3.533 -1.914 0.12
H -4.824 2.931 0.391 0.12
H -4.452 1.639 2.457 0.11
H -2.463 0.235 2.708 0.08
O 4.327 0.380 0.041 -0.22
S 3.255 0.503 0.960 0.67
O 2.625 -0.733 1.428 -0.39
N 1.927 1.290 0.368 -0.18
C 1.515 2.220 1.271 -0.56
O 0.302 2.450 1.361 0.03
C 2.553 2.606 2.245 -0.16
C 2.513 3.646 3.155 0.03
C 3.551 3.733 4.073 -0.02
C 4.571 2.787 4.095 -0.02
C 4.599 1.727 3.193 0.00
C 3.580 1.663 2.269 -0.20
H 1.698 4.356 3.140 0.14
H 3.557 4.545 4.787 0.12
H 5.360 2.868 4.830 0.12
H 5.378 0.977 3.229 0.14
```

Computed properties:
Maximum force = 3.5 eV Å⁻¹
HOMO energy = -9.97 eV
Relative energy (zero: lowest compared OMol25 entry of this formula, charge and spin) = 0.910 eV
Calculated total energy = -4299.235888 a.u.
Net charge = +1

=====

# C31H58AlFN4O6PS2

A molecular structure, C31H58AlFN4O6PS2 at a distorted geometry (ωB97M-V/def2-TZVPD, the OMol25 dataset).

Structure (XYZ):
```
104
Properties=species:S:1:pos:R:3:lowdin_charge:R:1
C -3.478 2.167 -1.659 -0.10
C -3.903 0.710 -2.175 -0.18
C -4.088 0.493 -3.704 -0.06
C -4.502 -0.872 -4.316 -0.10
C -4.790 -2.093 -3.380 -0.09
C -4.604 -1.877 -1.858 -0.06
C -4.142 -0.515 -1.204 -0.17
C -3.923 -0.381 0.395 -0.20
Al -1.891 -0.697 0.736 0.34
C -1.279 -2.323 -0.361 -0.21
C -0.878 -3.606 0.565 -0.32
C -0.662 -4.898 -0.394 -0.47
S -0.466 -6.458 0.653 0.78
C 0.005 -7.802 -0.569 -1.01
S 1.465 -8.628 -0.392 0.59
N -0.981 -8.055 -1.630 -0.21
C -2.180 -8.786 -1.145 -0.15
C -3.285 -8.675 -2.352 -0.15
O -2.746 -7.956 -3.514 -0.21
C -1.533 -8.634 -3.989 -0.15
C -0.409 -8.763 -2.803 -0.20
C -0.878 0.938 0.040 -0.27
P 0.913 1.068 0.589 0.60
O 1.790 1.005 -0.681 -0.39
O 1.424 -0.147 1.663 -0.19
O 1.118 2.629 1.294 -0.24
C -1.551 -0.905 2.747 -0.33
O -1.059 0.093 3.379 -0.05
N -1.893 -2.161 3.504 0.09
C -0.654 -2.877 3.892 -0.38
O -0.702 -3.997 4.463 0.05
F 0.654 -2.376 3.605 0.03
H -3.532 2.135 -0.504 0.06
H -4.133 3.016 -2.055 0.08
H -2.364 2.313 -1.925 0.06
H -3.886 1.387 -4.406 0.09
H -4.587 -0.966 -5.447 0.07
H -5.108 -3.124 -3.738 0.07
H -4.802 -2.732 -1.116 0.09
H -4.284 0.634 0.783 0.05
H -4.565 -1.192 0.902 0.06
H -0.371 -2.014 -1.008 0.07
H -2.070 -2.714 -1.099 0.04
H 0.118 -3.389 1.090 0.10
H -1.718 -3.853 1.322 0.10
H 0.286 -4.791 -1.048 0.10
H -1.552 -5.008 -1.104 0.08
H -2.013 -9.916 -0.990 0.13
H -2.568 -8.352 -0.162 0.11
H -4.132 -8.030 -1.923 0.13
H -3.622 -9.696 -2.738 0.12
H -1.877 -9.655 -4.372 0.12
H -1.083 -7.961 -4.792 0.13
H -0.276 -9.902 -2.641 0.12
H 0.609 -8.366 -3.139 0.11
H -1.403 1.913 0.367 0.04
H -0.899 0.916 -1.102 0.05
H 2.269 0.211 2.048 0.09
H 0.768 3.296 0.653 0.06
H -2.327 -1.874 4.402 0.13
C 3.104 4.986 -6.017 -0.10
C 1.962 5.057 -5.010 -0.28
N 1.737 3.805 -4.296 -0.19
C 0.471 3.767 -3.574 -0.25
C 0.283 4.757 -2.428 -0.08
C 2.884 3.254 -3.575 -0.24
C 3.549 4.135 -2.520 -0.08
H 2.967 4.152 -6.711 0.08
H 3.139 5.908 -6.605 0.07
H 4.074 4.876 -5.527 0.06
H 1.057 5.308 -5.574 0.11
H 2.145 5.892 -4.322 0.10
H 0.301 2.753 -3.196 0.11
H -0.336 3.932 -4.298 0.11
H 0.873 4.476 -1.556 0.04
H -0.766 4.761 -2.116 0.07
H 0.539 5.781 -2.712 0.07
H 3.646 2.974 -4.311 0.10
H 2.600 2.304 -3.111 0.11
H 3.733 5.151 -2.876 0.06
H 4.519 3.707 -2.247 0.07
H 2.959 4.188 -1.604 0.05
C 5.156 4.211 6.693 -0.10
C 4.180 3.553 5.723 -0.28
N 2.856 3.331 6.292 -0.19
C 2.024 2.430 5.494 -0.24
C 1.631 2.885 4.090 -0.10
C 2.175 4.507 6.822 -0.25
C 1.948 5.684 5.875 -0.09
H 5.215 3.654 7.632 0.08
H 6.157 4.234 6.253 0.07
H 4.875 5.243 6.917 0.06
H 4.611 2.585 5.447 0.12
H 4.134 4.149 4.804 0.10
H 1.114 2.187 6.054 0.11
H 2.555 1.475 5.402 0.11
H 0.875 3.670 4.117 0.06
H 1.196 2.046 3.543 0.04
H 2.487 3.240 3.513 0.07
H 2.745 4.872 7.683 0.10
H 1.211 4.207 7.248 0.11
H 2.845 5.945 5.309 0.07
H 1.663 6.569 6.454 0.07
H 1.137 5.491 5.173 0.05
```

Computed properties:
Maximum force = 5.5 eV Å⁻¹
HOMO energy = -5.38 eV
Calculated total energy = -3366.370055 a.u.
Net charge = -1

=====

# C31H53BN10O3S3Ti

A molecular structure, C31H53BN10O3S3Ti at a distorted geometry (ωB97M-V/def2-TZVPD, the OMol25 dataset).

Structure (XYZ):
```
102
Properties=species:S:1:pos:R:3:lowdin_charge:R:1
Ti -0.361 0.502 0.851 0.61
C -3.881 -4.849 -1.314 -0.04
C -3.422 -3.400 -1.432 -0.53
C -4.240 -2.563 -0.445 -0.04
C -3.630 -2.909 -2.868 -0.02
N -1.949 -3.344 -1.128 0.03
C -1.161 -4.471 -0.976 -0.01
C 0.127 -4.083 -1.031 -0.02
N 0.156 -2.720 -1.222 0.01
B 1.466 -2.008 -1.634 -0.54
N 1.233 -0.828 -2.621 0.03
C 1.274 -1.071 -3.973 -0.02
C 1.260 0.111 -4.615 -0.02
N 1.234 1.111 -3.663 0.03
C 1.184 0.508 -2.445 -0.59
S 1.054 1.298 -0.918 0.82
C 1.224 2.552 -4.102 -0.53
C 1.816 3.528 -3.083 -0.06
C 2.081 2.647 -5.368 -0.03
C -0.227 2.925 -4.408 -0.01
N 2.354 -1.608 -0.410 0.05
C 3.718 -1.578 -0.576 -0.01
C 4.291 -1.637 0.643 -0.01
N 3.286 -1.685 1.579 0.03
C 2.109 -1.625 0.913 -0.58
S 0.507 -1.602 1.601 0.80
C 3.515 -1.958 3.039 -0.53
C 5.017 -2.050 3.292 -0.04
C 2.955 -0.833 3.909 -0.03
C 2.862 -3.300 3.380 -0.02
C -1.111 -2.278 -1.258 -0.62
S -1.504 -0.604 -1.328 0.78
H -4.941 -4.896 -1.555 0.10
H -3.748 -5.225 -0.298 0.10
H -3.358 -5.501 -2.013 0.09
H -5.299 -2.726 -0.644 0.10
H -4.048 -1.501 -0.572 0.04
H -4.046 -2.879 0.583 0.10
H -4.685 -2.973 -3.131 0.10
H -3.064 -3.524 -3.569 0.10
H -3.310 -1.873 -2.976 0.05
H -1.563 -5.456 -0.836 0.13
H 1.027 -4.669 -0.958 0.14
H 2.093 -2.823 -2.242 0.13
H 1.309 -2.067 -4.378 0.14
H 1.270 0.313 -5.669 0.13
H 2.766 3.167 -2.688 0.09
H 1.141 3.726 -2.259 0.05
H 1.999 4.474 -3.591 0.10
H 3.069 2.217 -5.202 0.11
H 2.208 3.696 -5.628 0.10
H 1.619 2.159 -6.226 0.08
H -0.840 2.850 -3.507 0.08
H -0.650 2.271 -5.171 0.09
H -0.270 3.951 -4.773 0.10
H 4.171 -1.551 -1.552 0.14
H 5.333 -1.636 0.898 0.13
H 5.521 -1.117 3.035 0.10
H 5.473 -2.876 2.746 0.10
H 5.177 -2.229 4.353 0.10
H 3.471 0.102 3.689 0.09
H 3.127 -1.077 4.956 0.10
H 1.887 -0.701 3.760 0.04
H 3.224 -4.084 2.714 0.10
H 1.777 -3.248 3.306 0.05
H 3.121 -3.578 4.401 0.10
N -2.236 -0.343 1.534 -0.10
C -3.252 0.674 1.887 -0.18
C -3.213 1.852 0.895 -0.16
N -1.909 1.936 0.180 -0.07
H -2.596 -0.942 0.800 0.01
H -2.066 -0.931 2.348 0.10
H -3.036 1.031 2.888 0.11
H -4.252 0.238 1.895 0.13
H -3.381 2.771 1.452 0.13
H -4.017 1.761 0.166 0.13
H -1.541 2.882 0.242 0.09
H -2.053 1.765 -0.809 0.04
C 0.949 2.060 5.478 -0.05
C 0.214 3.206 4.784 -0.15
C 0.634 3.382 3.311 -0.29
C -0.205 4.508 2.647 -0.13
C 0.213 4.824 1.206 -0.06
C 2.093 3.805 3.257 -0.41
O 2.514 4.748 3.867 0.16
N 2.918 3.052 2.435 0.24
C 2.590 1.937 1.692 -0.54
O 3.412 1.364 1.026 0.09
N 1.269 1.488 1.807 0.03
C 0.383 2.114 2.558 -0.42
O -0.766 1.568 2.525 -0.08
H 0.628 1.989 6.516 0.09
H 2.028 2.224 5.478 0.09
H 0.743 1.100 4.998 0.07
H 0.433 4.145 5.290 0.13
H -0.863 3.037 4.822 0.13
H -0.078 5.401 3.257 0.14
H -1.258 4.220 2.697 0.12
H 1.185 5.318 1.190 0.09
H -0.502 5.499 0.738 0.09
H 0.300 3.923 0.588 0.04
H 3.883 3.355 2.374 0.18
```

Computed properties:
Maximum force = 1.5 eV Å⁻¹
HOMO energy = -13.39 eV
Relative energy (zero: lowest compared OMol25 entry of this formula, charge and spin) = 0.506 eV
Calculated total energy = -4055.122509 a.u.
Net charge = +2

=====

# C5H8O

A molecular structure, C5H8O at a distorted geometry (ωB97M-V/def2-TZVPD, the OMol25 dataset).

Structure (XYZ):
```
14
Properties=species:S:1:pos:R:3:lowdin_charge:R:1
C -1.787 0.426 0.107 0.00
C -0.485 -0.255 -0.076 -0.50
C 0.624 -0.864 0.795 -0.09
C 1.714 -0.212 -0.110 -0.07
C 0.499 0.548 -0.800 -0.22
O -0.191 -0.495 -1.457 0.00
H -1.455 1.621 -0.442 0.14
H -2.149 0.424 1.153 0.08
H -2.564 0.092 -0.581 0.07
H 0.629 -0.428 1.800 0.12
H 0.628 -1.954 0.849 0.10
H 2.446 0.404 0.414 0.10
H 2.245 -0.956 -0.733 0.11
H -0.155 1.649 -0.917 0.17
```

Computed properties:
Maximum force = 4.3 eV Å⁻¹
HOMO energy = -9.47 eV
Relative energy (zero: lowest compared OMol25 entry of this formula, charge and spin) = 4.586 eV
Calculated total energy = -270.389347 a.u.